Entry 1:
{
  "formula": "H24O12",
  "method": "wB97M-V/def2-TZVPD",
  "homo_lumo_gap_ha": 0.331,
  "total_energy_ha": -917.22528,
  "homo_ev": -9.923,
  "multiplicity": 1,
  "de_lowest_kcal_mol": 62.8,
  "elements": ["O", "H", "H", "O", "H", "H", "O", "H", "H", "O", "H", "H", "O", "H", "H", "O", "H", "H", "O", "H", "H", "O", "H", "H", "O", "H", "H", "O", "H", "H", "O", "H", "H", "O", "H", "H"],
  "positions_angstrom": [[0.463994, 1.887166, 2.618429], [1.011516, 1.816763, 3.358170], [0.316886, 1.009344, 2.344545], [0.658961, 2.645524, -0.641240], [1.135198, 1.848190, -0.884449], [1.098861, 3.348684, -1.176570], [2.406674, -1.813784, -1.633575], [2.272305, -2.365179, -2.406161], [2.119857, -2.297564, -0.842166], [-0.639636, -0.515880, -3.485382], [-1.329834, 0.140985, -3.720857], [-0.528615, -0.391681, -2.543915], [0.833735, -0.532223, 1.709782], [1.056223, -1.059663, 2.478388], [1.582701, 0.033324, 1.616944], [2.480635, 0.800632, -1.772246], [3.342424, 0.746911, -1.399024], [2.285479, -0.159309, -1.782645], [-2.027275, -0.207779, 1.962565], [-1.967799, -0.474895, 2.854704], [-1.166342, -0.431649, 1.704608], [-2.449608, 1.430007, -0.311505], [-2.636430, 0.872349, 0.460819], [-3.326907, 1.796573, -0.470585], [-1.606320, 3.403390, 1.192078], [-1.907179, 2.680540, 0.659009], [-2.380216, 3.777270, 1.541565], [-0.444870, -0.396166, -0.735345], [0.026049, -0.425095, 0.085833], [-1.110545, 0.224011, -0.614048], [-1.905834, -2.847167, -0.838069], [-1.521912, -1.998174, -1.090604], [-1.152776, -3.436392, -0.776742], [1.781770, -3.228434, 0.532116], [0.890737, -3.097840, 0.826455], [2.338093, -2.782787, 1.179117]],
  "atomic_forces_ev_per_a": [[-0.735, 1.898, -0.913], [1.344, 0.055, 1.968], [-0.723, -1.088, -0.369], [0.214, 1.143, -0.434], [0.380, -0.240, -0.413], [-0.584, -0.914, 0.687], [0.297, 0.112, -0.111], [-0.127, -0.115, -0.009], [-0.109, -0.300, -0.293], [-0.934, 0.585, -0.880], [0.720, -0.656, 0.102], [0.377, 0.038, 0.481], [-0.257, -1.449, 0.188], [-0.145, -0.311, 0.302], [1.059, 1.042, -0.530], [-0.779, -0.267, -0.093], [1.310, 0.488, 0.422], [-0.446, 0.101, -0.333], [-1.545, 0.504, -0.557], [-0.724, -0.177, 1.874], [1.893, -0.372, -1.268], [-0.937, -0.545, 0.102], [0.190, -0.216, 0.278], [0.064, 0.124, -0.542], [1.590, 0.584, 0.246], [0.176, -0.579, -0.713], [-1.555, 0.909, 0.861], [1.552, -1.999, -0.860], [0.630, -0.149, 0.374], [-2.107, 2.285, 0.066], [-0.175, -0.168, 0.190], [0.119, 0.109, 0.036], [0.057, -0.173, -0.173], [0.757, -0.270, 0.048], [-0.884, 0.133, 0.248], [0.038, -0.123, 0.020]],
  "nbo_charge": [-0.9112, 0.4446, 0.4490, -0.9661, 0.4867, 0.4649, -0.9872, 0.4911, 0.4964, -0.9604, 0.4630, 0.4839, -0.9664, 0.4900, 0.5115, -0.9778, 0.4563, 0.5001, -0.9355, 0.4736, 0.4662, -0.9551, 0.5030, 0.4892, -0.9436, 0.4698, 0.4402, -0.9775, 0.4811, 0.4948, -0.9547, 0.4924, 0.4510, -0.9243, 0.4840, 0.4769]
}

---

Entry 2:
{
  "formula": "ClOS2",
  "method": "wB97M-V/def2-TZVPD",
  "homo_lumo_gap_ha": 0.256,
  "total_energy_ha": -1331.81657,
  "homo_ev": -3.934,
  "multiplicity": 1,
  "de_lowest_kcal_mol": 43.5,
  "total_charge": -1,
  "elements": ["O", "S", "S", "Cl"],
  "positions_angstrom": [[0.859642, 1.399996, 0.290063], [-2.330207, -0.224573, 0.056382], [0.187144, 0.346370, -0.444094], [1.283422, -1.521794, 0.097650]],
  "atomic_forces_ev_per_a": [[-0.117, 0.457, 0.710], [2.913, 0.701, -0.268], [-2.368, -1.589, -0.432], [-0.428, 0.431, -0.010]],
  "nbo_charge": [-0.9160, -0.7305, 1.0589, -0.4124]
}

---

Entry 3:
{
  "formula": "C26H43Cl3EuN3O3Si",
  "method": "wB97M-V/def2-TZVPD",
  "homo_lumo_gap_ha": [0.270, 0.304],
  "total_energy_ha": -3787.15756,
  "homo_ev": [-8.017, -8.032],
  "multiplicity": 7,
  "de_lowest_kcal_mol": 0.0,
  "elements": ["C", "C", "H", "H", "H", "C", "C", "H", "H", "H", "H", "Eu", "Cl", "Cl", "H", "H", "C", "C", "N", "H", "C", "O", "H", "H", "H", "H", "H", "H", "C", "C", "N", "H", "C", "O", "H", "H", "H", "H", "O", "C", "C", "C", "H", "C", "H", "C", "H", "C", "C", "H", "H", "H", "Si", "Cl", "C", "C", "C", "H", "H", "H", "H", "H", "H", "H", "H", "H", "C", "C", "C", "C", "N", "C", "C", "H", "H", "H", "H", "H", "H", "H"],
  "positions_angstrom": [[-1.536774, -2.229600, -3.553058], [-1.101847, -3.271184, -2.564021], [-1.327696, -2.546096, -4.576889], [-1.041631, -1.264786, -3.361368], [-2.618788, -2.060112, -3.454893], [-0.609286, -4.477922, -2.871246], [-0.408671, -5.002925, -4.251619], [-0.338963, -5.176446, -2.066913], [-0.628278, -4.268257, -5.038992], [-1.047660, -5.879170, -4.417071], [0.630133, -5.338446, -4.379970], [-0.055075, 0.344078, -0.364972], [-2.648083, 0.153083, 0.152313], [0.054037, 1.621894, -2.682576], [0.651933, 4.953951, 3.345048], [-1.499991, 5.812916, 2.077083], [1.009097, 4.610800, 2.366329], [-1.027010, 5.419629, 1.172501], [-0.126827, 4.321968, 1.503135], [1.613670, 3.711217, 2.476635], [-0.320175, 3.107571, 1.003089], [0.471914, 2.140094, 1.183431], [-1.788711, 5.029870, 0.492309], [-1.230659, 2.958945, 0.389182], [1.604518, 5.423885, 1.933889], [-0.475213, 6.233363, 0.689379], [1.504160, -1.629928, -3.254359], [2.380882, -3.821310, -2.072780], [2.396505, -1.115610, -2.868562], [3.260323, -3.195539, -1.853448], [2.882719, -1.804162, -1.679456], [2.140489, -0.069990, -2.656272], [2.866068, -1.248279, -0.461065], [2.333549, -0.152985, -0.180861], [3.730243, -3.545229, -0.929100], [3.377967, -1.860937, 0.306888], [3.173559, -1.159007, -3.642855], [3.969520, -3.290274, -2.684142], [-0.077339, -1.873447, -1.039370], [-1.102143, -2.776566, -1.118787], [0.123809, -4.279474, 0.550102], [-1.073594, -3.851305, -0.020321], [1.056299, -3.837609, 0.191594], [0.115481, -5.227064, 1.577397], [-2.060612, -2.241626, -0.994707], [-2.280876, -4.405822, 0.421788], [1.067279, -5.524186, 2.022423], [-1.091015, -5.792964, 2.003617], [-2.296281, -5.383009, 1.421221], [-3.206005, -4.055251, -0.039406], [-1.079374, -6.548522, 2.791258], [-3.236098, -5.830264, 1.742363], [-0.410613, 4.733029, -5.542781], [-0.650914, 3.088481, -6.809312], [1.414127, 4.764621, -5.140284], [-1.562910, 4.352882, -4.134831], [-0.922185, 6.333433, -6.389276], [1.717943, 3.793352, -4.725592], [1.637042, 5.547168, -4.402906], [2.007856, 4.961578, -6.044091], [-0.301441, 6.555334, -7.264680], [-0.833680, 7.187273, -5.703847], [-1.964553, 6.295088, -6.725990], [-1.280721, 3.378034, -3.698152], [-2.601695, 4.295627, -4.490127], [-1.493053, 5.117605, -3.350824], [0.812173, -2.412470, 6.186946], [0.628348, -1.923205, 4.781650], [1.602512, -1.121904, 4.185495], [1.391502, -0.646089, 2.888570], [0.262764, -0.877610, 2.199714], [-0.670798, -1.657490, 2.765987], [-0.514498, -2.226680, 4.037857], [1.747652, -2.973004, 6.300578], [0.854145, -1.574851, 6.893485], [-0.015599, -3.062341, 6.478501], [2.512011, -0.873124, 4.720859], [2.157111, -0.049973, 2.378781], [-1.581722, -1.826067, 2.186043], [-1.279684, -2.890359, 4.438432]],
  "atomic_forces_ev_per_a": [[-0.071, 0.012, -0.011], [0.496, -0.812, 0.463], [-0.106, 0.250, 0.097], [-0.113, -0.306, -0.056], [0.193, 0.006, -0.055], [-0.266, 0.360, 0.146], [0.090, -0.252, -0.406], [-0.115, 0.383, -0.209], [0.092, -0.301, 0.281], [0.109, 0.070, -0.092], [-0.171, 0.018, -0.066], [-0.062, -2.502, -0.085], [0.487, 0.318, 0.069], [0.154, -0.120, 0.504], [0.027, -0.166, -0.145], [0.013, -0.089, -0.097], [0.022, 0.204, 0.057], [-0.050, -0.195, 0.010], [-0.127, -0.147, -0.117], [-0.079, 0.161, -0.011], [0.776, -0.741, 0.083], [-0.929, 0.899, -0.358], [0.045, 0.261, 0.109], [0.207, 0.334, 0.226], [-0.048, -0.227, -0.010], [-0.066, -0.194, 0.008], [0.152, 0.174, 0.228], [0.129, 0.306, 0.101], [-0.316, -0.051, -0.225], [0.121, -0.105, 0.066], [0.123, 0.446, 0.657], [0.155, -0.418, -0.019], [-0.423, -0.282, -0.825], [0.221, -0.360, -0.123], [-0.051, -0.078, -0.205], [-0.282, 0.263, -0.153], [-0.068, 0.070, 0.209], [-0.077, 0.034, 0.186], [1.004, 2.324, 1.014], [-0.978, -0.167, -0.254], [-0.154, 0.035, 0.169], [-0.078, 0.078, -0.425], [-0.250, -0.085, 0.160], [-0.073, 0.041, -0.239], [-0.086, -0.231, 0.148], [0.221, -0.102, 0.087], [-0.321, -0.031, -0.037], [0.151, 0.151, -0.035], [0.325, 0.115, -0.121], [0.162, -0.136, 0.171], [-0.075, 0.209, -0.213], [0.185, 0.138, -0.052], [-0.122, 0.056, -0.099], [-0.007, 0.183, -0.210], [0.001, -0.048, 0.157], [0.145, -0.184, 0.254], [-0.008, -0.043, -0.185], [-0.056, 0.249, -0.067], [0.008, -0.134, -0.113], [-0.180, -0.051, 0.206], [-0.054, -0.082, 0.116], [0.028, -0.212, -0.017], [0.140, -0.058, 0.069], [-0.239, 0.505, -0.177], [0.275, 0.057, 0.067], [-0.079, -0.086, -0.070], [-0.009, -0.197, 0.216], [-0.132, 0.053, -0.203], [-0.293, 0.086, -0.686], [0.021, -0.096, 0.366], [0.013, 0.039, -0.065], [0.133, -0.096, 0.260], [0.214, 0.354, -0.346], [-0.155, 0.084, -0.072], [-0.037, -0.104, -0.156], [0.107, 0.049, 0.032], [-0.024, -0.001, -0.078], [-0.349, -0.153, 0.189], [0.315, 0.044, 0.114], [0.123, 0.224, -0.109]],
  "lowdin_spin": [0.0002, -0.0004, 0.0000, 0.0002, 0.0000, -0.0004, -0.0001, 0.0000, 0.0000, 0.0000, 0.0000, 6.0660, -0.0144, -0.0109, 0.0000, 0.0000, 0.0000, -0.0001, -0.0002, 0.0000, 0.0001, -0.0069, 0.0000, 0.0004, 0.0000, 0.0000, 0.0000, 0.0000, 0.0003, 0.0000, -0.0002, 0.0003, 0.0000, -0.0044, 0.0000, 0.0000, 0.0000, 0.0000, -0.0257, -0.0008, 0.0000, 0.0000, 0.0000, 0.0000, -0.0003, 0.0000, 0.0000, 0.0000, 0.0000, 0.0000, 0.0000, 0.0000, 0.0000, 0.0000, 0.0000, -0.0001, 0.0000, 0.0000, 0.0000, 0.0000, 0.0000, 0.0000, 0.0000, -0.0002, 0.0000, 0.0000, 0.0000, 0.0001, -0.0001, 0.0001, -0.0025, 0.0002, -0.0001, 0.0000, 0.0000, 0.0000, 0.0000, 0.0000, 0.0001, 0.0000]
}

---

Entry 4:
{
  "formula": "C4H7N2",
  "method": "wB97M-V/def2-TZVPD",
  "homo_lumo_gap_ha": 0.337,
  "total_energy_ha": -265.74581,
  "homo_ev": -14.021,
  "multiplicity": 1,
  "de_lowest_kcal_mol": 102.1,
  "total_charge": 1,
  "elements": ["N", "C", "C", "C", "C", "N", "H", "H", "H", "H", "H", "H", "H"],
  "positions_angstrom": [[0.782428, 1.816747, -1.530612], [0.766510, 0.680160, -1.257592], [0.741629, -0.589254, -0.711565], [-0.099198, -0.739388, 0.690758], [-0.862979, 0.282177, 1.367214], [-1.493039, -0.892700, 0.801456], [1.116588, 2.707288, -1.873285], [1.773071, -0.916472, -0.455244], [0.247689, -1.408857, -1.377794], [0.534770, -1.564563, 1.174934], [-0.655648, 0.220877, 2.409214], [-0.821447, 1.185346, 0.775512], [-2.030373, -0.781362, -0.012996]],
  "atomic_forces_ev_per_a": [[0.259, -2.909, 0.460], [0.097, 4.168, -0.840], [-1.690, -3.373, 0.750], [3.096, -3.071, -1.128], [0.987, 0.232, -0.457], [0.300, -0.405, 0.856], [-0.266, 0.004, -0.025], [-0.493, 0.389, -0.422], [1.086, 1.651, 0.659], [-1.200, 1.483, -0.152], [-0.703, 0.834, 0.811], [-0.601, 0.579, 0.634], [-0.871, 0.421, -1.147]],
  "nbo_charge": [-0.4446, 0.7026, -0.6443, -0.0174, -0.2493, -0.5446, 0.5048, 0.3308, 0.3332, 0.2268, 0.2379, 0.1902, 0.3739]
}